1.
Formula: C26H34N8O4SV
Source: the Open Molecules 2025 dataset
Level of theory: ωB97M-V/def2-TZVPD

Computed properties:
<S²>: 0.7668
spin multiplicity: 2
energy above the lowest of the compared OMol25 structures with the same formula, charge and spin: 0.0 kcal/mol
total charge: 0

Positions of all 74 atoms, in Å:
V -0.00600 0.08560 -0.33910
N 3.17151 2.39190 7.49273
C 2.93223 1.86330 6.23197
C 1.97352 0.86290 6.05402
C 1.77000 0.30358 4.80727
C 2.51851 0.73915 3.72409
C 3.47572 1.72816 3.88647
C 3.68528 2.28476 5.13241
S 2.24189 0.02118 2.14202
O 1.90088 -1.36920 2.34423
O 3.42067 0.30292 1.34745
N 0.93681 0.69027 1.47874
C 0.79729 2.01527 1.22409
N 0.05172 2.18449 0.09724
C -0.31672 3.41658 -0.21635
C 0.09340 4.50764 0.53329
C 0.92595 4.23727 1.60734
N 1.28366 3.00796 1.96440
H 2.41917 2.30557 8.15537
H 3.61249 3.29612 7.51282
H 1.39499 0.51924 6.90322
H 1.03518 -0.47835 4.66791
H 4.04927 2.05745 3.03174
H 4.43810 3.05319 5.26332
H -0.93654 3.53254 -1.09831
H -0.20266 5.51362 0.27794
H 1.32059 5.04163 2.21989
N -0.99317 -0.39525 -2.28870
C -0.35704 -1.44593 -3.10379
C -0.35077 -2.79947 -2.40481
C 0.58691 -2.93501 -1.21247
N 0.15869 -2.11924 -0.07057
H -1.91450 -0.71670 -1.99011
H -1.11724 0.44011 -2.85051
H 0.66507 -1.12799 -3.32048
H -0.87768 -1.55908 -4.06089
H -0.05535 -3.54840 -3.14450
H -1.36790 -3.04844 -2.09157
H 1.59645 -2.62195 -1.49175
H 0.64137 -3.99507 -0.93990
H 0.76765 -2.26530 0.73303
H -0.79056 -2.38236 0.19248
O -2.81458 -1.73418 -0.43477
C -2.87758 -0.72130 0.28393
O -1.96648 0.16619 0.38744
C -4.10860 -0.50001 1.12657
C -5.08630 -1.48575 1.18898
C -6.22134 -1.29434 1.96197
C -6.38823 -0.11060 2.66846
C -5.41551 0.87819 2.60473
C -4.27524 0.68160 1.84031
H -4.93981 -2.39428 0.62059
H -6.97789 -2.06703 2.01362
H -7.27600 0.04078 3.26965
H -5.54457 1.80109 3.15599
H -3.49736 1.43144 1.79042
N 1.78854 0.17456 -1.34837
C 2.93618 -0.00610 -1.42028
N 4.21956 -0.19857 -1.52057
C 4.72758 -1.55573 -1.78804
C 6.24589 -1.55063 -1.68349
C 6.84688 -0.39809 -2.48424
C 6.30052 0.97262 -2.02021
C 5.16146 0.81266 -1.02139
H 4.42054 -1.84974 -2.79509
H 4.29226 -2.25623 -1.07121
H 6.61990 -2.50978 -2.04345
H 6.54000 -1.47689 -0.63449
H 6.61735 -0.54867 -3.54180
H 7.93347 -0.42323 -2.39944
H 5.94060 1.53951 -2.88016
H 7.08710 1.56895 -1.55523
H 4.61040 1.73903 -0.87892
H 5.51783 0.50326 -0.03808

Atoms 1-2, force components in eV/Å:
-0.3 -0.2 -0.1
0.0 0.0 0.0

What are the Mulliken partial charges on each atom? They are as follows, in elementary charge units: 0.5702 -0.5719 1.0965 -0.7913 -0.5483 -0.4726 -0.2224 -0.8274 1.4462 -0.8819 -0.5963 0.0251 0.1982 0.1902 -0.0175 -0.8232 -0.3715 -0.3598 0.2244 0.2261 0.2880 0.4732 0.4375 0.2716 0.4614 0.3891 0.4261 -0.4125 -0.7223 -0.5903 -0.3765 -0.2627 0.2009 0.2305 0.3154 0.4191 0.4831 0.1924 -0.0899 0.4900 0.2608 0.2574 -0.7002 0.4332 -0.3574 0.0374 -0.2769 -0.5712 -0.3798 -0.6239 -0.3411 0.4155 0.3783 0.3751 0.3938 0.3904 -0.3909 0.3488 0.1542 -0.4589 -0.9668 -0.5722 -0.7045 -0.8497 0.3562 0.3487 0.4404 0.3462 0.2898 0.3397 0.2711 0.3886 0.5051 0.3462



2.
Formula: C26H34NNiO2
Source: the Open Molecules 2025 dataset
Level of theory: ωB97M-V/def2-TZVPD

Computed properties:
<S²>: 2.0197
spin multiplicity: 3
energy above the lowest of the compared OMol25 structures with the same formula, charge and spin: 0.0 kcal/mol
total charge: -1

Positions of all 64 atoms, in Å:
C 0.90854 -1.11911 2.16210
C 0.41737 0.16648 2.54419
C -0.81067 0.38832 1.86038
H 0.85294 0.83856 3.27667
C -1.06639 -0.75758 1.03737
C 0.00077 -1.68113 1.21908
H -1.96920 -0.94257 0.46685
C 2.49800 -0.94283 -0.70568
C 2.70873 0.03696 0.42962
C 2.16716 1.28418 0.08491
H 3.46456 -0.12655 1.18853
C 1.21938 1.05870 -0.99490
C 1.28352 -0.31475 -1.31446
H -1.48253 1.22560 2.00685
H 0.03938 -2.67308 0.78231
H 1.77056 -1.62403 2.58766
H 0.72140 -0.78337 -2.11918
H 2.35611 2.25030 0.54810
H 3.36469 -0.87182 -1.39146
Ni 0.66042 0.11111 0.55898
C 0.23646 2.02696 -1.58714
C 0.60690 2.37966 -3.03243
C 0.19941 3.28933 -0.70369
H 1.60572 2.83408 -3.06592
H -0.12397 3.09980 -3.41780
H 0.60276 1.48716 -3.67028
H 1.19958 3.73782 -0.63133
H -0.14991 3.04244 0.30951
H -0.49230 4.01512 -1.13760
C -1.14272 1.27625 -1.56760
C -2.34285 2.09446 -1.93992
H -1.36572 0.94270 -0.53651
H -1.13220 0.36869 -2.18926
O -2.22732 3.31331 -2.01878
N -3.54636 1.42031 -2.05671
C -3.99345 0.46176 -1.04306
H -4.28068 1.96570 -2.49364
C -4.05611 0.98874 0.39037
C -4.43843 0.10117 1.40462
H -4.70447 -0.92416 1.13052
C -4.47881 0.51677 2.73605
H -4.76363 -0.19404 3.51283
C -4.16407 1.84066 3.06886
H -4.19656 2.17027 4.10879
C -3.82679 2.74306 2.05942
H -3.58747 3.78415 2.28806
C -3.80361 2.32740 0.72013
H -3.59230 3.06335 -0.05892
H -3.32598 -0.41525 -1.08359
H -4.99319 0.10946 -1.33538
C 3.89041 -3.68156 -1.58622
C 3.37975 -3.24186 -0.22306
C 2.78272 -4.43147 0.52097
C 4.50691 -2.63268 0.58658
O 2.27085 -2.33681 -0.40160
H 4.66689 -4.44777 -1.47061
H 4.31795 -2.83186 -2.12974
H 3.07107 -4.11130 -2.17263
H 3.55108 -5.18331 0.72793
H 2.34744 -4.11053 1.47466
H 1.99565 -4.89684 -0.08326
H 4.96641 -1.79665 0.04678
H 4.14760 -2.29562 1.56613
H 5.27858 -3.39224 0.75656

Atoms 1-2, force components in eV/Å:
-0.9 -0.9 1.2
-0.6 -0.4 1.3

What are the natural (NBO) partial charges on each atom? They are as follows, in elementary charge units: -0.3268 -0.3688 -0.3959 0.2143 -0.3889 -0.3342 0.1990 0.0640 -0.4280 -0.3997 0.1950 -0.0790 -0.4837 0.2202 0.2292 0.2150 0.1998 0.2183 0.1005 0.7844 -0.0699 -0.6098 -0.6232 0.2059 0.2057 0.2015 0.1974 0.2152 0.2329 -0.5565 0.7235 0.2852 0.2305 -0.6405 -0.6625 -0.2450 0.3841 0.0517 -0.2417 0.2077 -0.1903 0.2086 -0.2271 0.2084 -0.2074 0.2123 -0.2582 0.2395 0.2168 0.2075 -0.6319 0.2585 -0.6129 -0.6401 -0.5696 0.1884 0.2134 0.2093 0.1892 0.2181 0.2087 0.2202 0.2166 0.1949



3.
Formula: C26H35BIrN11O2
Source: the Open Molecules 2025 dataset
Level of theory: ωB97M-V/def2-TZVPD

Computed properties:
<S²>: 0.7607
spin multiplicity: 2
energy above the lowest of the compared OMol25 structures with the same formula, charge and spin: 0.0 kcal/mol
total charge: +3

Positions of all 76 atoms, in Å:
Ir 0.01104 -0.33091 0.23502
C 0.81793 -3.23825 -1.85898
C -0.28597 -2.29767 -2.20621
C -1.08966 -2.38918 -3.33193
C -2.01480 -1.36970 -3.22494
N -1.76726 -0.68257 -2.10168
N -0.69552 -1.25092 -1.45811
B -2.52080 0.48347 -1.42558
N -1.50002 1.63262 -1.28866
C -1.44996 2.82056 -1.90039
C -0.23312 3.40660 -1.61658
C 0.45060 2.50692 -0.80323
C 1.77768 2.74072 -0.16357
N -0.33627 1.42006 -0.64095
N -2.82781 0.01323 0.07625
C -3.98857 -0.34274 0.61117
C -3.75328 -1.03941 1.81778
C -2.39967 -1.11185 1.95143
C -1.58656 -1.86628 2.93796
N -1.82555 -0.42153 0.87667
N -3.77785 0.93727 -2.04844
C -4.57769 1.95941 -1.61515
C -5.69416 1.96675 -2.39632
C -5.51749 0.89478 -3.30982
C -6.43775 0.45862 -4.39954
N -4.37349 0.28086 -3.08877
H 0.64904 -4.18090 -2.37498
H 1.79445 -2.86530 -2.17199
H 0.84435 -3.48426 -0.79837
H -1.02129 -3.12603 -4.11370
H -2.84774 -1.08082 -3.84477
H -2.28279 3.16787 -2.49036
H 0.11539 4.37544 -1.93155
H 2.40602 3.32122 -0.83759
H 1.63308 3.33828 0.73590
H 2.29782 1.83486 0.11765
H -4.91771 -0.10173 0.11390
H -4.50216 -1.44714 2.47584
H -2.12570 -1.94727 3.88005
H -1.41594 -2.88292 2.57442
H -0.63013 -1.39363 3.12283
H -4.28820 2.59849 -0.79402
H -6.52874 2.64470 -2.33939
H -7.35967 1.03480 -4.37638
H -5.97261 0.59992 -5.37448
H -6.68706 -0.59639 -4.29679
N 1.28911 -1.95139 1.24192
C 2.41588 -1.42543 0.53431
C 3.76493 -1.61181 0.71328
C 4.59692 -1.05724 -0.25628
C 4.05884 -0.35878 -1.34032
C 2.69844 -0.14400 -1.39082
N 1.92490 -0.63626 -0.41413
H 1.47501 -2.33183 2.16418
H 0.85451 -2.68503 0.68313
H 4.14782 -2.22413 1.51860
H 5.66732 -1.20319 -0.18975
H 4.69734 0.03484 -2.11846
H 2.20981 0.43091 -2.16647
O 0.83205 0.69926 1.78481
C 0.19514 1.11743 2.83759
O -1.01113 1.16357 2.95480
C 1.09994 1.56219 3.99933
N 0.18436 2.15429 5.04772
C 0.57277 3.60892 5.25142
C 1.29028 3.95605 3.95828
C 2.08690 2.68359 3.66539
H 1.58709 0.67833 4.41038
H 0.20566 1.63517 5.92418
H -0.76625 2.06285 4.65628
H 1.24373 3.64715 6.10712
H -0.32061 4.18807 5.46645
H 1.91936 4.83502 4.07617
H 0.56644 4.16192 3.16539
H 2.95585 2.61761 4.32056
H 2.43724 2.60406 2.64125

Atoms 1-2, force components in eV/Å:
0.1 0.1 0.4
0.0 0.1 0.0

What are the Mulliken partial charges on each atom? They are as follows, in elementary charge units: 2.1493 -1.2678 0.7616 -1.5548 0.0566 1.0152 -0.4788 0.1780 0.5545 -0.0217 -1.6985 0.6712 -1.1467 -0.2046 0.7408 0.1484 -1.4469 0.5906 -1.1562 -0.1097 0.5584 -0.4332 -1.2223 0.6283 -1.2369 -1.1594 0.4684 0.2129 0.3199 0.5428 0.6315 0.5746 0.6024 0.5656 0.1686 0.0525 0.5356 0.5835 0.4319 0.2812 0.0238 0.6141 0.4574 0.3748 0.3042 0.3250 -0.4257 0.5071 -1.2114 -0.4457 -1.0559 -0.3527 0.3627 0.3656 -0.0965 0.5537 0.4965 0.5640 0.5568 -0.4801 0.4178 -0.6765 -0.3448 0.0155 -0.6758 -0.5543 -0.6919 0.4017 0.3818 0.3726 0.3594 0.3827 0.5384 0.1988 0.4684 0.0820



Max |F| for the records above, in order: 0.008, 0.042, 0.016 hartree/bohr
Calculated total energy for the records above, in order: -84150.408, -74139.075, -51510.855 eV